(1)
Entry from the Open Molecules 2025 dataset: a structure of composition C7H21ClCoN7O18 in a non-equilibrium geometry (wB97M-V/def2-TZVPD).

```
55
Properties=species:S:1:pos:R:3:forces:R:3
Co 2.6111 1.9802 1.2419 -0.755 -0.398 0.269
Cl 0.5537 -0.1830 0.7978 -3.106 -2.293 -1.286
O 1.9792 -0.3670 0.7702 1.819 0.259 -0.401
O -0.0226 -1.2176 1.6534 0.369 0.847 -0.897
O 0.3245 1.1097 1.3589 0.141 1.575 0.567
O -0.0387 -0.2411 -0.5548 1.219 -0.169 1.989
C -0.3167 -0.6593 -4.3229 0.541 -0.158 0.998
N 0.0839 0.7819 -4.4120 -0.897 -0.271 0.028
O -0.4444 1.5490 -3.5914 1.449 -0.870 -1.721
O 0.8324 1.0333 -5.3490 -0.384 0.903 1.093
H -0.0547 -0.9730 -3.3124 -0.490 0.166 0.193
H 0.3260 -1.2803 -4.9469 -0.430 0.445 -0.470
H -1.3928 -0.6981 -4.4919 0.238 -0.181 -0.031
C -1.7498 -4.2030 2.7243 0.275 0.396 -0.040
N -3.2491 -4.1761 2.7689 -2.352 1.249 1.418
O -3.9159 -4.8950 2.0494 1.242 -0.254 -0.458
O -3.8296 -3.4161 3.5775 2.031 -0.867 -1.077
H -1.3507 -3.6011 1.9079 -0.609 -0.005 -0.377
H -1.4162 -5.2303 2.5776 -0.200 0.129 0.300
H -1.3559 -3.6823 3.5970 -0.320 -0.537 0.228
C 3.0314 -3.1623 -0.7785 0.442 -0.160 0.060
N 2.8289 -2.4822 -2.0978 0.149 0.460 -1.686
O 1.9306 -2.8499 -2.8461 0.394 0.001 1.199
O 3.6361 -1.6113 -2.4400 -0.623 -0.776 0.991
H 4.0303 -2.8651 -0.4590 -0.336 0.093 0.197
H 3.0078 -4.2444 -0.9071 -0.108 0.154 -0.410
H 2.2510 -2.9004 -0.0640 0.090 0.387 -0.277
C 5.7856 1.3237 -1.7883 -0.518 0.316 -0.208
N 5.3457 0.9790 -0.4048 0.524 -1.295 3.852
O 4.2101 1.2853 0.0008 0.273 0.130 -2.022
O 6.0983 0.4349 0.4275 -0.529 1.003 -2.814
H 6.5215 2.1230 -1.7014 0.059 -0.207 0.113
H 4.9116 1.6918 -2.3258 0.039 -0.074 0.228
H 6.1824 0.4572 -2.3174 0.050 -0.052 0.528
C -0.7824 5.7922 1.4460 -1.030 -0.924 0.535
N -0.3513 4.3953 1.1829 0.978 -2.824 -1.744
O 0.6545 3.9855 1.7797 -0.972 0.947 -0.176
O -0.8720 3.7163 0.2722 0.357 1.931 1.968
H -1.8114 5.8839 1.0984 0.457 0.266 -0.909
H 0.0205 6.3651 0.9819 -0.547 0.454 0.264
H -0.9405 5.8930 2.5197 0.969 0.118 0.085
C -3.1278 1.8253 2.4470 0.395 -1.107 1.066
N -2.7860 2.9586 3.3629 -1.283 1.989 1.988
O -1.6032 3.1878 3.6822 -2.346 -0.533 -1.033
O -3.7770 3.5847 3.8647 2.793 -1.492 -1.560
H -2.2258 1.2137 2.4280 0.037 0.330 -0.853
H -3.6212 2.0785 1.5086 0.621 0.484 0.098
H -3.8375 1.2052 2.9945 -0.203 0.316 0.154
C -2.9752 -2.2743 -0.6700 -0.027 -1.246 -0.375
N -3.4501 -0.9297 -1.0436 -0.183 0.672 0.392
O -3.9095 -0.2267 -0.1647 -0.001 -0.019 0.048
O -3.3329 -0.5925 -2.2046 0.040 -0.319 0.208
H -3.3650 -2.9376 -1.4422 0.480 0.064 -0.208
H -3.3653 -2.6921 0.2581 -0.134 0.900 0.161
H -1.8860 -2.2427 -0.6433 -0.093 0.042 -0.187
```
Forces are in eV/Å.

Values from the calculation:
- E (a.u.) = -3858.804763
- HOMO energy (spin up / spin down) (Eh) = -0.2773 / -0.3957
- E_LUMO (spin up / spin down) (Ha) = -0.057 / -0.063
- multiplicity = 5
- <S²> = 6.006
- molecular weight (g mol⁻¹) = 585.662
- orbital gap (spin up / spin down) (hartree) = 0.2201 / 0.3327

***

(2)
Entry from the Open Molecules 2025 dataset: a cluster of 2 separate species, C5H8OS in total in a non-equilibrium geometry (wB97M-V/def2-TZVPD).

```
15
Properties=species:S:1:pos:R:3:forces:R:3
C -0.0416 -1.4029 0.0704 1.382 2.569 1.489
C 0.4778 -0.2224 0.5201 -1.725 -2.886 0.443
C -0.3814 0.3653 1.6925 1.603 -1.821 0.191
C 1.7125 0.2789 -0.2111 -0.698 0.516 0.806
H 0.4599 -1.9364 -0.6485 1.260 -1.044 -1.952
H -0.9104 -1.9038 0.3799 -1.117 -0.186 0.972
H -1.2142 0.7663 1.1613 -0.932 0.733 0.283
H 0.1262 1.0919 2.3656 -0.438 -0.449 -0.616
H -0.6990 -0.5864 2.2856 0.365 2.084 -0.806
H 2.0646 1.2134 0.3154 0.093 -0.995 -1.010
H 1.3492 0.4564 -1.2546 0.821 0.260 0.729
H 2.4492 -0.5607 -0.2035 -0.274 1.042 -0.079
O -1.8195 2.0718 -2.1635 -0.196 2.509 -0.121
C -1.8320 0.9364 -2.1865 0.170 0.399 0.101
S -1.7414 -0.5678 -2.1231 -0.314 -2.732 -0.431
```
Forces are in eV/Å.

Values from the calculation:
- E (a.u.) = -668.693428
- structure (SMILES) = C=C(C)C.O=C=S
- HOMO energy (Eh) = -0.3173
- E_LUMO (Ha) = 0.025
- molecular weight (g mol⁻¹) = 116.185
- orbital gap (hartree) = 0.3424
- energy above the lowest of the compared OMol25 structures with the same formula, charge and spin (kcal per mole) = 28.3

***

(3)
Entry from the Open Molecules 2025 dataset: a cluster of 3 separate species, C4H12NO2 in total in a non-equilibrium geometry (wB97M-V/def2-TZVPD).

```
19
Properties=species:S:1:pos:R:3:forces:R:3
C -0.1300 1.8844 1.0663 0.018 -0.298 -0.191
C -0.2845 0.9290 -0.0803 -0.022 2.017 -1.725
C -1.1981 1.1789 -1.0231 -0.289 0.193 -0.511
C 1.9201 0.1897 0.0631 -0.585 -0.706 0.433
N 0.7964 0.1260 -0.5542 -0.413 -1.714 3.305
H -0.0973 1.3471 2.0140 0.140 0.058 0.106
H -1.0237 2.5024 1.0543 0.027 0.020 0.185
H 0.7284 2.5506 0.9637 0.084 -0.066 0.094
H -1.4406 0.5472 -1.8705 0.586 -0.099 -0.030
H -1.6393 2.1678 -1.0704 -0.836 -0.354 0.648
H 2.6997 -0.5443 -0.0950 0.018 0.161 -0.361
H 1.9333 0.8344 0.9306 0.715 0.479 -0.342
H 0.4409 -0.8209 -0.8518 0.509 0.453 -1.616
H -1.5632 -1.6671 1.7522 -0.024 -0.461 0.350
H -0.2468 -2.4927 2.1263 -0.571 -0.059 0.193
O -0.6094 -1.7286 1.6702 0.663 0.572 -0.662
H -0.4347 -2.8066 -1.5045 -0.188 0.241 -0.063
H 0.3880 -2.2293 -2.6386 -0.056 0.129 -0.171
O -0.2391 -1.9678 -1.9524 0.224 -0.567 0.358
```
Forces are in eV/Å.

Values from the calculation:
- E (a.u.) = -364.531882
- HOMO energy (Eh) = -0.5056
- charge = +1
- E_LUMO (Ha) = -0.176
- molecular weight (g mol⁻¹) = 106.145
- orbital gap (hartree) = 0.3298
- energy above the lowest of the compared OMol25 structures with the same formula, charge and spin (kcal per mole) = 64.8

***

(4)
Entry from the Open Molecules 2025 dataset: a structure of composition C39H33F6IN3O4P2PtS2 in a non-equilibrium geometry (wB97M-V/def2-TZVPD).

```
91
Properties=species:S:1:pos:R:3:forces:R:3
Pt 0.5983 0.2528 -0.3374 -0.680 0.693 -0.527
F -3.4196 1.7971 -3.7853 -0.009 0.038 -0.002
C -3.6943 1.5157 -2.5171 0.070 -0.012 0.094
F -4.9865 1.2873 -2.3816 -0.143 -0.027 -0.018
F -3.3582 2.5728 -1.7712 -0.057 0.009 0.025
S -2.6929 0.0264 -2.0256 0.106 -0.166 -0.144
O -1.4670 0.6836 -1.5506 0.417 -0.508 0.221
O -2.5752 -0.7372 -3.2213 0.049 -0.153 -0.159
N -3.5581 -0.7317 -0.9619 0.208 0.196 0.225
S -3.2028 -0.9187 0.5696 -0.420 -0.090 -0.741
O -3.8858 -2.0287 1.1383 0.048 -0.012 -0.145
O -1.7863 -0.7819 0.8063 0.531 0.126 0.433
C -4.0351 0.5370 1.3292 0.136 -0.087 0.154
F -5.3242 0.5340 1.0434 0.002 0.006 0.003
F -3.4923 1.6725 0.8675 -0.077 0.049 -0.061
F -3.8738 0.5009 2.6529 -0.004 0.027 -0.042
C 3.8342 -0.2945 0.5191 0.047 0.128 0.171
N 4.3237 -0.7736 -0.7382 0.237 0.051 0.023
C 3.4588 -0.8708 -1.8744 -0.119 -0.048 -0.178
P 1.7411 -1.3710 -1.4591 -0.111 0.252 0.163
C 1.9167 -2.8466 -0.4609 -0.140 -0.086 0.130
C 1.0222 -3.0468 0.5929 0.055 -0.087 -0.049
C 1.1419 -4.1761 1.3917 -0.004 0.047 -0.018
C 2.1570 -5.0890 1.1471 0.015 -0.034 -0.005
C 3.0467 -4.8910 0.0971 0.009 -0.005 -0.005
C 2.9266 -3.7750 -0.7141 -0.014 0.008 0.060
C 1.0736 -1.8055 -3.0662 -0.133 -0.065 0.116
C 1.1953 -0.9307 -4.1449 -0.096 0.090 -0.049
C 0.6807 -1.2912 -5.3775 -0.002 -0.014 -0.037
C 0.0454 -2.5176 -5.5376 0.029 0.035 0.005
C -0.0879 -3.3794 -4.4611 -0.055 0.026 0.035
C 0.4207 -3.0234 -3.2206 -0.086 -0.057 -0.071
C 5.6776 -1.1425 -0.8566 -0.029 0.003 0.014
C 6.3174 -1.1172 -2.0967 0.000 0.008 -0.054
C 7.6485 -1.4937 -2.2050 -0.030 0.013 -0.022
C 8.3700 -1.8839 -1.0876 -0.008 0.002 0.003
C 7.7381 -1.9034 0.1462 -0.023 0.000 0.020
C 6.4029 -1.5463 0.2658 -0.002 -0.008 0.049
P 2.5391 1.0047 0.3941 0.054 -0.532 0.151
C 2.4606 1.6437 2.0771 -0.067 -0.015 -0.043
C 2.5227 3.0100 2.3312 -0.054 0.077 0.037
C 2.4100 3.4763 3.6354 0.025 -0.008 -0.059
C 2.2490 2.5817 4.6822 -0.027 -0.026 -0.004
C 2.1891 1.2157 4.4306 -0.027 0.015 0.014
C 2.2847 0.7455 3.1319 -0.059 -0.048 0.000
C 3.2331 2.2785 -0.6624 -0.069 -0.024 -0.150
C 4.4975 2.7924 -0.3727 0.025 0.024 -0.022
C 5.0679 3.7302 -1.2172 0.002 0.002 -0.002
C 4.3809 4.1592 -2.3471 -0.009 0.003 0.007
C 3.1257 3.6460 -2.6420 -0.007 -0.020 0.028
C 2.5522 2.7004 -1.8030 0.076 0.026 -0.037
H 4.6565 0.1694 1.0693 -0.011 -0.003 0.022
H 3.4192 -1.0817 1.1624 -0.019 -0.041 0.049
H 3.8386 -1.6361 -2.5530 -0.025 -0.021 -0.013
H 3.3831 0.0550 -2.4580 0.028 0.055 -0.063
H 0.2250 -2.3338 0.7775 -0.009 -0.010 0.016
H 0.4414 -4.3413 2.1994 0.002 0.007 -0.008
H 2.2546 -5.9655 1.7748 0.000 0.010 -0.013
H 3.8338 -5.6090 -0.0905 -0.006 0.002 0.002
H 3.6199 -3.6319 -1.5341 0.008 -0.004 0.008
H 1.6644 0.0405 -4.0317 0.023 -0.024 0.034
H 0.7682 -0.6105 -6.2141 -0.005 -0.022 0.004
H -0.3551 -2.7954 -6.5036 -0.005 0.017 0.013
H -0.6040 -4.3227 -4.5778 0.017 0.001 -0.007
H 0.2969 -3.6896 -2.3761 0.036 -0.018 -0.015
H 5.7898 -0.7800 -2.9802 0.020 -0.007 0.019
H 8.1271 -1.4652 -3.1756 -0.014 0.003 0.010
H 9.4090 -2.1700 -1.1772 -0.015 0.003 0.001
H 8.2819 -2.2164 1.0285 -0.015 0.005 -0.008
H 5.9220 -1.6125 1.2338 0.023 -0.003 -0.016
H 2.6562 3.7121 1.5176 -0.015 0.005 0.006
H 2.4550 4.5399 3.8311 -0.001 -0.018 -0.008
H 2.1628 2.9466 5.6975 0.002 -0.005 -0.019
H 2.0566 0.5183 5.2472 0.000 0.006 -0.011
H 2.2049 -0.3200 2.9432 -0.005 0.024 0.004
H 5.0385 2.4660 0.5085 -0.011 0.001 -0.014
H 6.0510 4.1241 -0.9964 -0.015 0.002 -0.002
H 4.8296 4.8944 -3.0024 -0.001 -0.013 0.007
H 2.5947 3.9770 -3.5249 0.011 -0.007 0.005
H 1.5852 2.2709 -2.0442 0.059 0.011 0.004
I -2.0116 2.6529 4.4921 0.105 0.061 0.049
C -1.3350 2.8720 2.5437 -0.011 0.053 0.023
C -1.4391 4.0833 1.8746 -0.009 -0.053 0.036
C -1.0225 4.1525 0.5548 -0.045 -0.028 0.002
C -0.5043 3.0225 -0.0436 -0.041 0.042 -0.094
N -0.3882 1.8639 0.6145 0.300 0.143 0.265
C -0.8021 1.7802 1.8827 0.071 0.028 0.024
H -1.8534 4.9510 2.3706 0.004 -0.007 -0.007
H -1.1089 5.0671 -0.0145 0.004 -0.001 0.020
H -0.1868 3.0295 -1.0786 -0.070 -0.012 0.122
H -0.7262 0.8122 2.3558 0.052 0.000 0.020
```
Forces are in eV/Å.

Values from the calculation:
- E (a.u.) = -4466.338510
- HOMO energy (Eh) = -0.3899
- charge = +1
- E_LUMO (Ha) = -0.124
- molecular weight (g mol⁻¹) = 1169.762
- orbital gap (hartree) = 0.2656
- energy above the lowest of the compared OMol25 structures with the same formula, charge and spin (kcal per mole) = 0.0